DFT (the ωB97M-V functional and the def2-TZVPD basis) results for 2 unconnected molecules or ions with the total composition C3H8NO2S.

## Properties
Charge: 0
Energy above the lowest of the compared OMol25 structures with the same formula, charge and spin in kJ/mol: 6.03
2S+1: 2
HOMO level (alpha / beta) in eV: -9.9609 / -9.8504
Largest force on an atom in eV/A: 2.315
Frontier orbital gap (alpha / beta) in Eh: 0.38610 / 0.24807
Calculated total energy in eV: -19659.7353

Cartesian coordinates (Å):
1 C 0.18 -2.14 -0.58
2 C 0.85 -1.21 0.42
3 S 1.71 0.22 -0.44
4 H 0.91 -2.57 -1.31
5 H -0.65 -1.56 -1.04
6 H -0.37 -2.94 -0.03
7 H 1.64 -1.65 1.00
8 H 0.07 -0.83 1.14
9 N -0.25 2.55 0.49
10 C -1.21 1.61 0.16
11 O -0.98 1.07 -1.09
12 O -2.20 1.38 0.85
13 H 0.72 2.32 0.17
14 H -0.36 3.16 1.29
15 H -0.06 0.57 -1.01